48
Properties=species:S:1:pos:R:3:forces:R:3 method="wB97M-V/def2-TZVPD" e_homo_ha="-0.36832 / -0.40988" e_lumo_ha="-0.11323 / -0.28892" e_tot_ev=-38168.243 charge=+1 s2=6.05 spin_multiplicity=5 max_force_ha_per_bohr=0.154
Ru 2.53233 -0.71915 1.87506 2.762 0.133 -1.753
N 1.56341 -4.66061 2.32429 0.250 0.913 -0.158
C 2.07254 -3.44967 1.98236 -1.017 1.630 2.389
O 1.79563 -2.38328 2.76892 0.311 -5.740 -2.090
C 2.96312 -3.30758 0.75119 0.345 1.355 -0.195
C 2.61906 -1.88724 0.01927 -4.547 -3.251 5.593
H 0.95047 -4.73988 3.15107 0.683 0.154 -0.784
H 1.77813 -5.50800 1.78177 -0.184 0.895 0.463
H 2.93774 -4.18765 0.06968 -0.232 0.511 0.525
H 4.00094 -3.16915 1.12325 -0.558 -0.428 -0.036
H 1.53358 -2.09379 -0.30617 1.933 0.946 0.320
H 3.27125 -1.67884 -0.69043 2.893 1.076 -3.269
O 0.75526 -0.16455 1.44293 -1.987 1.871 -1.185
Si -0.23437 0.53558 0.31742 -0.002 -1.687 0.500
C -0.89341 -0.70832 -0.94812 0.099 -0.063 -0.061
C -2.25075 -1.08183 -1.00801 0.196 -0.090 -0.167
C -2.70185 -2.00539 -1.95596 0.183 0.075 0.091
C -1.80780 -2.58195 -2.85404 -0.058 0.041 0.131
C -0.45933 -2.24389 -2.80272 0.109 0.163 0.212
C -0.00355 -1.32135 -1.85763 -0.437 0.104 -0.281
C -1.71369 1.43237 1.09851 0.247 0.120 0.234
C -1.92471 1.35015 2.49055 0.017 0.324 0.273
C -2.99727 2.01052 3.09455 0.376 -0.369 -0.137
C -3.87857 2.76249 2.32288 0.006 0.055 -0.187
C -3.68927 2.85876 0.94665 0.177 -0.208 -0.172
C -2.61601 2.20311 0.33741 -0.248 0.333 0.112
C 0.64787 1.90661 -0.66708 -0.240 -0.609 0.442
C 0.29889 2.23522 -1.99266 0.010 1.275 -1.419
C 0.96183 3.25989 -2.67370 -1.171 -1.327 -0.116
C 1.97913 3.97462 -2.04680 0.311 0.316 -0.023
C 2.34113 3.66568 -0.73844 0.006 -0.891 1.288
C 1.68464 2.64046 -0.05369 1.179 1.610 0.086
H -2.98308 -0.67307 -0.31237 0.241 0.056 -0.083
H -3.75299 -2.28216 -1.98559 0.177 0.069 0.019
H -2.16050 -3.30459 -3.58524 0.049 0.128 0.100
H 0.24335 -2.70490 -3.49301 -0.109 0.097 0.102
H 1.06265 -1.09166 -1.83584 -0.413 0.134 -0.141
H -1.24660 0.77346 3.12249 -0.099 0.134 -0.286
H -3.13994 1.93976 4.17026 0.015 -0.049 -0.205
H -4.71058 3.27804 2.79551 0.147 -0.055 -0.084
H -4.37592 3.45058 0.34625 0.133 -0.131 0.077
H -2.49852 2.30770 -0.74037 0.059 -0.087 0.172
H -0.49160 1.70117 -2.51859 0.125 0.004 0.262
H 0.68324 3.50066 -3.69697 0.062 -0.103 0.189
H 2.49225 4.77199 -2.57811 -0.126 -0.066 0.096
H 3.13645 4.22154 -0.24818 -0.126 -0.143 -0.101
H 1.99358 2.41769 0.96915 -0.204 0.000 -0.253
H 4.23185 -1.24954 2.28833 -1.343 0.778 -0.491


49
Properties=species:S:1:pos:R:3:forces:R:3 method="wB97M-V/def2-TZVPD" e_homo_ha="-0.37835 / -0.37581" e_lumo_ha="-0.10752 / -0.10523" de_lowest_kcal_mol=11.5 e_tot_ev=-134284.070 charge=+1 s2=0.82 spin_multiplicity=2 max_force_ha_per_bohr=0.025
Co 0.85125 -0.14581 0.23991 0.428 -1.132 -0.405
N 1.56183 0.08213 2.11540 -0.022 -0.007 0.127
C 1.62235 1.51954 2.45898 0.001 -0.018 0.148
C 2.02685 2.32547 1.24508 -0.008 0.072 -0.090
N 1.10505 2.00161 0.14452 -0.086 0.105 -0.204
H 0.95400 -0.40390 2.76663 -0.003 -0.015 -0.021
H 2.47771 -0.34680 2.21433 0.031 0.045 0.016
H 2.30735 1.71297 3.28562 -0.008 -0.013 0.018
H 0.62582 1.82690 2.77769 -0.020 -0.026 -0.002
H 3.03962 2.05941 0.93258 -0.011 -0.019 -0.005
H 2.02670 3.38761 1.49776 0.024 0.014 -0.001
H 1.40342 2.44390 -0.71854 0.072 0.008 0.027
H 0.17929 2.37794 0.33633 -0.021 -0.060 0.055
Br 1.69075 -3.01113 0.59280 0.027 -0.056 -0.015
C 3.06196 -1.97818 -0.19508 0.122 -0.047 -0.047
C 4.35938 -2.46433 -0.23900 -0.123 -0.022 -0.064
C 5.32207 -1.65839 -0.81729 0.097 0.008 -0.029
C 4.95650 -0.42514 -1.34170 -0.012 -0.037 -0.031
C 3.63727 -0.03626 -1.24488 -0.105 -0.005 -0.083
N 2.69436 -0.79331 -0.66423 0.052 0.310 0.551
H 4.59279 -3.43915 0.16224 -0.001 0.007 0.015
H 6.34992 -1.99416 -0.86243 -0.016 0.008 -0.018
H 5.67911 0.22310 -1.81563 0.001 -0.008 -0.003
H 3.29889 0.90712 -1.65547 0.011 0.026 0.076
C -5.73735 1.98733 0.25234 -0.020 -0.026 -0.064
C -5.08688 2.42730 1.39331 0.065 -0.037 0.024
C -3.83909 1.91283 1.71954 -0.087 0.051 0.097
C -3.22296 0.95969 0.91412 0.076 -0.408 0.035
C -3.89379 0.51548 -0.22791 -0.038 0.016 -0.014
C -5.13941 1.02426 -0.55319 0.004 0.019 0.035
C -1.86175 0.49920 1.27426 -0.185 -0.077 0.027
C -1.00800 -0.23511 0.56369 -0.214 0.523 0.043
C -1.08805 -1.05296 -0.63538 -0.349 0.641 0.258
C -0.32830 -0.64240 -1.73291 0.238 0.000 -0.410
C -0.12683 -1.50497 -2.82776 0.060 0.193 0.201
C -0.71319 -2.74317 -2.82693 -0.089 -0.179 0.014
C -1.51765 -3.14287 -1.74436 0.014 -0.004 0.011
C -1.69463 -2.32277 -0.65809 0.175 -0.277 -0.021
H -6.70632 2.38956 -0.01234 -0.005 -0.015 0.019
H -5.55271 3.16481 2.03354 0.021 0.011 -0.002
H -3.33578 2.25211 2.61841 -0.002 0.017 -0.015
H -3.44418 -0.23359 -0.86551 -0.009 0.030 -0.004
H -5.64956 0.66675 -1.43825 0.003 0.013 -0.003
H -1.51691 0.86912 2.24011 0.097 0.306 -0.138
H 0.03325 0.38333 -1.78667 -0.140 0.003 -0.093
H 0.46125 -1.17914 -3.67585 0.006 0.021 0.012
H -0.57441 -3.41229 -3.66573 -0.026 0.012 -0.006
H -1.99935 -4.11199 -1.76771 0.007 0.000 -0.012
H -2.28166 -2.64169 0.19364 -0.033 0.026 -0.013


56
Properties=species:S:1:pos:R:3:forces:R:3 method="wB97M-V/def2-TZVPD" e_homo_ha="0.01999 / 0.02009" e_lumo_ha="0.15146 / 0.14871" de_lowest_kcal_mol=47.6 e_tot_ev=-104579.150 charge=-2 s2=0.76 spin_multiplicity=2 max_force_ha_per_bohr=0.003
Co 0.88905 0.97579 -0.03525 -0.120 -0.089 0.041
O -0.58295 3.69198 2.55596 -0.007 0.021 0.022
C -0.08126 2.74395 1.94016 -0.030 0.005 -0.022
O 0.26357 2.75560 0.69267 0.010 0.046 -0.031
C 0.16761 1.42116 2.57902 0.017 -0.037 0.007
C -0.05896 1.07961 3.89277 -0.005 0.012 -0.004
C 0.18924 -0.22580 4.32519 -0.004 0.001 0.013
C 0.64137 -1.15999 3.38641 0.003 -0.005 -0.016
C 0.85651 -0.77173 2.08525 -0.023 0.018 0.037
N 0.65422 0.51374 1.68354 -0.003 0.021 -0.033
C 1.34347 -1.63285 0.96939 0.051 -0.030 -0.017
O 1.57142 -2.83597 1.13857 -0.010 -0.023 0.003
O 1.51408 -0.97312 -0.13094 0.000 0.069 -0.014
H -0.43851 1.84667 4.55705 0.001 -0.005 0.005
H 0.02062 -0.51174 5.35628 -0.001 0.001 0.001
H 0.82891 -2.19519 3.64374 0.000 0.000 0.003
C -1.04216 -5.77365 -4.00373 0.000 -0.001 -0.001
C 0.04513 -4.91709 -3.40830 0.005 -0.004 0.002
C 0.22744 -3.60657 -3.81827 0.020 -0.013 -0.006
C 1.22097 -2.79241 -3.27439 0.008 0.009 -0.001
C 1.30310 -1.35895 -3.71012 -0.002 0.012 0.009
C 2.07971 -3.32656 -2.30217 -0.042 0.001 0.009
Te 3.59823 -2.11758 -1.48557 0.028 0.013 -0.016
C 1.89734 -4.64810 -1.86009 -0.006 0.020 0.003
C 2.73301 -5.23670 -0.75818 0.013 0.009 0.001
C 0.88537 -5.41883 -2.42245 0.000 -0.008 -0.008
H -1.69180 -5.18389 -4.65280 -0.001 0.002 0.000
H -1.66216 -6.22251 -3.22407 -0.001 -0.001 0.000
H -0.62640 -6.59065 -4.60031 -0.001 -0.001 -0.001
H -0.42751 -3.19257 -4.57914 -0.011 0.009 0.002
H 0.59153 -1.15123 -4.51265 0.002 0.000 0.030
H 2.30474 -1.09393 -4.04914 0.010 -0.009 -0.017
H 1.07626 -0.69356 -2.87502 0.007 -0.008 -0.002
H 2.61736 -4.62672 0.14112 -0.010 -0.003 -0.009
H 3.79274 -5.23703 -1.01982 0.000 -0.009 0.001
H 2.42033 -6.26287 -0.55055 -0.002 0.001 0.005
H 0.74077 -6.43521 -2.06536 -0.001 0.000 0.002
Cl 1.14713 2.16988 -3.19887 -0.011 -0.003 0.030
C 1.98123 1.71708 -1.53087 0.026 -0.028 -0.047
H 2.43132 2.68179 -1.28239 0.012 0.004 -0.004
H 2.77803 1.06013 -1.89067 0.013 0.018 -0.003
C -2.80503 -1.48332 -4.80765 -0.004 -0.007 0.006
C -2.86824 -1.64812 -3.29003 -0.003 0.001 0.000
C -2.33551 -0.46225 -2.55505 -0.013 -0.003 -0.010
N -1.32817 -0.50972 -1.76496 0.020 -0.006 0.020
N -1.00112 0.68638 -1.19693 -0.040 0.072 -0.018
C -1.78345 1.66175 -1.57344 0.030 -0.084 -0.008
N -1.65238 2.94156 -1.18740 0.061 0.037 0.104
S -3.01411 1.14306 -2.70329 -0.006 0.011 0.011
H -3.14828 -2.38970 -5.31158 0.003 0.001 -0.006
H -1.78211 -1.27642 -5.12386 -0.004 0.001 -0.004
H -3.42914 -0.65140 -5.14073 -0.002 -0.001 -0.008
H -2.25836 -2.49442 -2.97048 0.004 -0.004 0.000
H -3.90013 -1.84598 -2.98185 0.007 -0.002 0.004
H -0.95055 3.11436 -0.44038 -0.013 -0.019 -0.069
H -2.44409 3.55073 -1.27077 0.023 -0.011 0.005